CHF2NO3 | wB97M-V/def2-TZVPD

Last column: Löwdin charge in e.
CARTESIAN COORDINATES (ANGSTROEM)
1 F 0.54 -0.77 -1.39  -0.06
2 O 1.56 1.23 0.27  0.14
3 O -0.47 1.71 -0.37  0.09
4 N 0.42 0.96 0.01  -0.32
5 F 0.96 -1.11 0.95  0.17
6 H -1.84 -0.41 0.03  0.13
7 O -1.20 -1.03 0.36  0.21
8 C 0.03 -0.59 0.13  -0.36

net charge	0
LUMO energy	-0.48	eV
multiplicity	1
highest occupied orbital energy	-12.05	eV
energy relative to the best compared isomer or geometry (same formula, charge and spin)	1.374	eV
DFT total energy	-518.78551	a.u.
structure (SMILES)	O=[N+]([O-])C(O)(F)F
orbital gap	0.42515	Ha
F_max	4.0	eV/Å